The molecule C18H25N3O3. Source: the OMol25 dataset; level of theory: ωB97M-V with the def2-TZVPD basis set.

Calculated values
E_HOMO: -7.99 eV
SMILES: CCN(CC)CCNC(=O)Cc1c(C(=O)O)n(C)c2ccccc12
Max |F|: 0.88 eV Å⁻¹
Multiplicity: 1
Orbital gap: 8.2 eV
E_tot: -29685.9518 eV

Cartesian coordinates (Å):
O (-2.008040, -0.874913, 2.954251)
O (-0.659513, 0.896163, 2.952188)
O (0.984294, 3.241982, -0.832089)
N (1.774950, -0.628758, 0.539476)
N (1.358870, 2.051863, 1.055329)
N (-2.263798, -0.684184, 0.126443)
C (1.695530, -0.073102, -1.878122)
C (2.923861, 0.160891, 0.948353)
C (-2.830677, -0.043353, -3.462493)
C (2.342859, -2.788409, 1.730740)
C (-1.398924, 0.154917, 2.331138)
C (-1.473910, 1.441720, 0.167431)
C (-1.891628, 1.138433, -1.152244)
C (2.709309, 1.669750, 0.727242)
C (1.840069, -1.153582, -0.812690)
C (0.583412, 2.720896, 0.188012)
C (-2.377313, -0.194156, -1.137930)
C (1.373205, -1.618243, 1.518698)
C (-1.873110, 1.870625, -2.343564)
C (-1.697997, 0.297840, 0.924543)
C (-2.856357, -0.787430, -2.305923)
C (-2.340075, 1.268884, -3.485343)
C (-2.653753, -2.002588, 0.540389)
C (-0.893179, 2.739844, 0.600944)
H (1.512006, -0.538994, -2.843770)
H (0.860268, 0.580111, -1.645670)
H (3.841666, -0.145509, 0.424721)
H (3.424610, 2.221408, 1.350225)
H (1.964100, -3.444618, 2.510501)
H (1.009274, -1.856394, -0.922591)
H (-1.475294, 2.872883, -2.356553)
H (-1.755231, -0.869276, 3.890250)
H (3.083605, 0.005400, 2.018354)
H (-1.386448, 3.561600, 0.081308)
H (-3.195205, -0.481360, -4.380158)
H (-0.977952, 2.865442, 1.678769)
H (2.453110, -3.367261, 0.817207)
H (-3.238205, -1.797521, -2.316036)
H (3.322947, -2.425596, 2.031483)
H (2.778714, -1.708584, -0.991031)
H (1.223717, -1.100063, 2.470266)
H (0.404278, -2.015786, 1.201458)
H (-3.536246, -1.965594, 1.183020)
H (-1.849392, -2.488096, 1.094327)
H (2.868888, 1.958119, -0.312945)
H (-2.331946, 1.806817, -4.421225)
H (2.595394, 0.528707, -1.959004)
H (-2.880911, -2.597868, -0.341034)
H (0.916170, 1.596943, 1.843348)

Cartesian forces (eV/Å) of the 6 atoms listed first:
-0.3 -0.2 -0.1
-0.1 -0.1 -0.1
0.1 0.1 -0.5
0.1 -0.1 0.0
0.4 -0.1 0.4
0.1 0.0 0.1